No. 1
This record from OMol25 describes C37H25AsF5IrN3O7PS as an isolated structure. The level of theory is the ωB97M-V functional and the def2-TZVPD basis.

Summary:
**ΔE to the lowest compared entry with this formula, charge and spin**: 0.0 kJ/mol
**Spin multiplicity**: 5
**LUMO level (spin up / spin down)**: -1.080 / -1.969 eV

Last column: Mulliken charge in e.
CARTESIAN COORDINATES (ANGSTROEM)
Ir  0.738  0.552  0.709  2.80
O  4.398  0.643  -1.242  -0.65
As  3.418  2.199  -1.062  0.71
O  4.364  3.363  -0.426  -0.69
O  2.309  1.415  0.155  -0.50
C  2.541  2.135  -2.777  0.94
C  2.799  1.056  -3.666  -0.73
C  2.145  1.135  -4.893  -0.47
C  1.276  2.160  -5.243  -0.76
C  1.049  3.153  -4.373  -0.77
C  1.704  3.164  -3.130  0.05
S  1.307  4.476  -2.032  1.40
O  2.025  5.674  -2.438  -0.68
O  -0.130  4.603  -2.066  -0.71
O  1.765  3.855  -0.759  -0.85
H  5.273  0.793  -0.888  0.25
H  3.521  0.281  -3.453  0.54
H  2.286  0.383  -5.675  0.37
H  0.804  2.165  -6.205  0.47
H  0.369  3.941  -4.670  0.44
O  -0.020  3.326  1.219  -0.54
N  -0.714  2.179  0.702  0.55
C  -1.883  2.489  0.293  -0.98
C  -3.016  1.643  -0.123  0.89
C  -4.244  2.358  -0.186  -1.27
C  -5.425  1.734  -0.541  -0.80
C  -5.399  0.386  -0.935  -0.62
C  -4.208  -0.302  -0.860  -0.60
C  -3.019  0.300  -0.435  0.92
P  -1.480  -0.687  -0.283  0.49
C  -1.826  -1.558  1.298  0.92
C  -1.900  -0.700  2.400  -0.56
C  -2.067  -1.159  3.704  -0.74
C  -2.152  -2.538  3.939  -0.77
C  -2.192  -3.374  2.848  -0.63
C  -2.092  -2.929  1.532  -0.42
C  -1.463  -1.861  -1.672  0.71
C  -1.712  -1.366  -2.971  -0.86
C  -1.420  -2.152  -4.081  -0.79
C  -0.987  -3.469  -3.862  -0.75
C  -0.717  -3.948  -2.579  -1.10
C  -0.944  -3.141  -1.460  -0.52
H  0.650  3.536  0.469  0.46
H  -2.114  3.537  0.219  0.41
H  -4.231  3.371  0.101  0.55
H  -6.315  2.330  -0.656  0.40
H  -6.309  -0.095  -1.267  0.45
H  -4.185  -1.368  -1.056  0.44
H  -1.871  0.363  2.212  0.21
H  -1.994  -0.480  4.513  0.53
H  -2.221  -2.939  4.950  0.39
H  -2.222  -4.407  3.071  0.47
H  -2.176  -3.685  0.764  0.52
H  -2.141  -0.405  -3.134  0.52
H  -1.499  -1.722  -5.073  0.45
H  -0.858  -4.081  -4.724  0.43
H  -0.263  -4.929  -2.459  0.43
H  -0.573  -3.459  -0.506  0.42
N  2.768  1.811  7.990  -0.45
C  2.428  1.618  6.907  -0.24
C  1.991  1.425  5.530  0.72
C  2.877  0.853  4.621  -0.93
C  2.411  0.636  3.328  -0.24
N  1.174  0.988  2.929  -0.08
C  0.400  1.637  3.777  -0.24
C  0.730  1.803  5.117  -0.93
H  3.866  0.525  4.890  0.51
H  2.975  0.166  2.507  0.39
H  -0.553  1.982  3.382  0.52
H  0.030  2.253  5.802  0.53
F  1.177  -2.380  2.791  -0.46
C  1.552  -2.516  1.531  0.45
C  1.517  -1.475  0.624  -0.71
C  1.852  -1.830  -0.657  0.91
F  1.662  -0.946  -1.641  -0.25
C  2.413  -3.057  -1.035  -0.09
F  2.805  -3.352  -2.281  -0.36
C  2.412  -4.104  -0.105  0.80
F  2.695  -5.339  -0.526  -0.35
C  2.028  -3.804  1.190  0.08
F  2.030  -4.839  2.096  -0.34



No. 2
This record from OMol25 describes C26H35BBrN4O5Pd as an isolated structure. The level of theory is the ωB97M-V functional and the def2-TZVPD basis.

Summary:
**ΔE to the lowest compared entry with this formula, charge and spin**: 186.9 kJ/mol
**Net charge**: -1
**LUMO level**: 2.226 eV

Last column: Mulliken charge in e.
CARTESIAN COORDINATES (ANGSTROEM)
Pd  -0.341  -0.531  0.177  1.54
C  -1.665  2.650  -1.129  -1.22
O  -0.476  1.898  -1.178  0.11
C  0.571  2.391  -1.838  0.56
C  0.568  3.594  -2.523  -0.67
C  1.740  4.004  -3.152  -0.57
Br  1.713  5.657  -4.112  -0.28
C  2.889  3.272  -3.122  -0.76
C  2.905  2.038  -2.441  1.30
C  1.732  1.584  -1.794  -0.20
O  1.679  0.426  -1.137  -0.75
C  4.111  1.249  -2.381  -0.02
N  4.222  0.084  -1.774  -0.31
C  5.530  -0.311  -1.905  0.16
C  6.181  -1.449  -1.438  -0.78
C  7.532  -1.574  -1.714  -0.48
C  8.229  -0.602  -2.435  -0.42
C  7.596  0.538  -2.909  -0.94
C  6.244  0.661  -2.632  0.61
N  5.316  1.634  -2.923  -0.05
H  -1.489  3.648  -0.712  0.46
H  -2.330  2.095  -0.473  0.25
H  -2.114  2.750  -2.124  0.40
H  -0.316  4.209  -2.578  0.54
H  3.779  3.645  -3.611  0.40
H  2.569  0.001  -1.213  0.75
H  5.641  -2.199  -0.877  0.47
H  8.062  -2.451  -1.365  0.37
H  9.286  -0.738  -2.629  0.37
H  8.135  1.295  -3.465  0.36
H  5.492  2.481  -3.431  0.19
C  -1.989  -1.975  5.221  -1.88
C  -0.984  -1.138  4.431  1.87
C  -0.807  0.214  5.136  -2.09
O  -1.504  -0.879  3.135  -1.00
B  -0.493  -0.981  2.144  -0.56
O  0.649  -1.530  2.793  -1.05
C  0.376  -1.867  4.144  1.83
C  0.271  -3.394  4.233  -2.07
C  1.532  -1.412  5.033  -1.94
H  -2.872  -1.370  5.434  0.46
H  -1.556  -2.311  6.167  0.32
H  -2.304  -2.839  4.638  0.33
H  -1.785  0.692  5.211  0.51
H  -0.161  0.858  4.539  0.35
H  -0.389  0.097  6.139  0.33
H  -0.526  -3.752  3.581  0.33
H  0.088  -3.739  5.255  0.33
H  1.210  -3.825  3.881  0.51
H  1.744  -0.355  4.882  0.35
H  2.431  -1.972  4.769  0.47
H  1.303  -1.592  6.087  0.33
C  0.535  -3.374  -0.872  -0.45
N  -0.812  -3.561  -1.385  0.39
C  -1.403  -4.879  -1.387  -0.66
C  -2.855  -4.824  -0.938  -0.60
C  -3.582  -3.818  -1.814  -0.67
N  -2.900  -2.548  -1.781  0.31
C  -3.659  -1.316  -1.792  -0.95
C  -1.524  -2.435  -1.720  0.15
O  -0.976  -1.366  -1.986  -0.64
H  0.714  -4.101  -0.078  0.37
H  0.585  -2.356  -0.420  -0.27
H  1.297  -3.490  -1.653  0.22
H  -0.823  -5.516  -0.719  0.38
H  -1.352  -5.322  -2.393  0.26
H  -2.901  -4.496  0.102  0.26
H  -3.318  -5.809  -1.025  0.38
H  -4.606  -3.671  -1.464  0.37
H  -3.638  -4.203  -2.844  0.25
H  -4.567  -1.449  -1.201  0.42
H  -3.933  -0.999  -2.807  0.31
H  -3.045  -0.543  -1.330  0.05



No. 3
This record from OMol25 describes a 4-piece molecular cluster, CH10NO4 overall. The level of theory is the ωB97M-V functional and the def2-TZVPD basis.

Summary:
**ΔE to the lowest compared entry with this formula, charge and spin**: 40.0 kJ/mol
**Net charge**: -1
**LUMO level**: 3.998 eV

Last column: Mulliken charge in e.
CARTESIAN COORDINATES (ANGSTROEM)
N  2.327  -1.563  0.428  -0.76
C  1.697  -0.285  0.151  -0.34
O  0.348  -0.317  0.058  -0.91
H  1.842  -2.245  -0.149  0.28
H  2.139  -1.789  1.394  0.29
H  2.273  0.144  -0.689  0.29
H  2.023  0.393  0.971  0.27
H  0.341  2.535  -0.820  0.30
H  0.022  1.153  -0.244  0.33
O  -0.283  2.147  -0.194  -0.73
H  -1.730  1.342  -1.729  0.39
H  -2.544  0.852  -2.903  0.29
O  -2.540  1.543  -2.233  -0.67
H  -0.569  -1.463  1.118  0.40
H  -1.145  -0.919  2.416  0.29
O  -1.090  -1.733  1.909  -0.70



No. 4
This record from OMol25 describes C7H3NO5V as an isolated structure. The level of theory is the ωB97M-V functional and the def2-TZVPD basis.

Summary:
**ΔE to the lowest compared entry with this formula, charge and spin**: 0.0 kJ/mol
**Net charge**: +2
**Spin multiplicity**: 4
**LUMO level (spin up / spin down)**: -8.453 / -10.573 eV

Last column: Mulliken charge in e.
CARTESIAN COORDINATES (ANGSTROEM)
O  0.000  -0.001  -4.724  -0.12
C  0.000  -0.001  -3.569  0.18
V  0.000  0.000  -1.215  0.49
O  -1.643  -2.770  -0.982  -0.11
C  -1.056  -1.781  -1.138  0.40
C  1.056  1.781  -1.138  0.40
O  1.643  2.770  -0.984  -0.11
C  -1.780  1.056  -1.138  0.40
O  -2.770  1.643  -0.983  -0.11
C  1.781  -1.056  -1.137  0.40
O  2.770  -1.642  -0.982  -0.11
C  0.000  0.000  3.470  -0.91
C  0.000  0.000  2.011  0.35
N  0.000  0.000  0.855  -0.12
H  -0.920  0.531  3.885  0.32
H  0.919  0.531  3.885  0.32
H  0.000  -1.061  3.885  0.32



No. 5
This record from OMol25 describes a 2-piece molecular cluster, C2H6P2 overall. The level of theory is the ωB97M-V functional and the def2-TZVPD basis.

Summary:
**ΔE to the lowest compared entry with this formula, charge and spin**: 282.7 kJ/mol
**LUMO level (spin up / spin down)**: -0.417 / -0.697 eV

Last column: Mulliken charge in e.
CARTESIAN COORDINATES (ANGSTROEM)
C  -1.070  0.852  -0.388  -0.46
C  -0.193  0.251  0.659  -0.55
P  -1.168  -0.979  -0.170  -0.01
P  2.432  -0.157  -0.073  -0.05
H  -1.986  1.334  0.066  0.27
H  -0.580  1.025  -1.336  0.25
H  0.231  0.476  1.619  0.47
H  -2.254  -0.933  0.750  0.00
H  2.533  -0.451  -1.497  0.04
H  2.055  -1.419  0.369  0.04



No. 6
This record from OMol25 describes an isolated ion of composition C28H55NO6P and charge -1. The level of theory is the ωB97M-V functional and the def2-TZVPD basis.

Summary:
**Net charge**: -1
**LUMO level**: 2.267 eV

Last column: Mulliken charge in e.
CARTESIAN COORDINATES (ANGSTROEM)
C  8.197  -1.936  1.348  -0.99
C  8.323  -1.447  -0.064  0.72
O  9.038  -2.030  -0.864  -0.58
O  7.636  -0.329  -0.346  -0.35
C  6.830  -0.381  -1.553  -0.51
C  5.369  -0.057  -1.242  -0.34
C  4.830  1.156  -2.021  -0.96
C  3.394  0.966  -2.519  -0.62
C  2.480  0.600  -1.352  -0.41
C  0.993  0.718  -1.667  -0.77
C  0.167  0.780  -0.377  -0.12
C  -1.116  1.604  -0.491  -2.36
P  -2.712  0.621  -0.757  0.69
C  -2.586  -0.378  0.875  -1.12
C  -2.099  0.311  2.164  -0.69
C  -0.779  -0.224  2.750  -0.21
C  -0.818  -0.329  4.273  -0.61
C  0.615  -0.418  4.833  -0.78
O  0.823  0.410  5.991  -0.43
C  0.937  1.726  5.684  0.78
C  -0.060  2.646  6.334  -1.02
O  1.814  2.172  4.961  -0.58
C  -3.831  1.967  0.011  -1.53
C  -3.631  3.437  -0.442  1.29
C  -4.907  3.981  -1.080  -1.66
C  -3.388  4.313  0.811  -1.80
O  -2.881  1.458  -2.418  -0.64
C  -3.974  1.310  -3.016  0.66
N  -5.020  1.166  -3.561  -0.75
O  -1.751  -0.624  -1.621  -0.54
C  -2.463  -1.717  -2.061  -0.78
C  -1.491  -2.763  -2.649  0.98
C  -1.610  -2.850  -4.186  -1.72
C  -1.795  -4.154  -2.081  -0.19
C  -1.511  -4.222  -0.574  -1.60
C  -3.234  -4.608  -2.316  -1.62
H  7.260  -1.640  1.804  0.31
H  8.296  -3.008  1.369  0.34
H  9.004  -1.539  1.950  0.26
H  6.892  -1.386  -1.944  0.33
H  7.265  0.305  -2.263  0.29
H  4.773  -0.907  -1.543  0.26
H  5.295  0.100  -0.178  0.35
H  5.503  1.424  -2.829  0.54
H  4.848  1.999  -1.336  0.28
H  3.074  1.939  -2.872  0.36
H  3.401  0.213  -3.299  0.31
H  2.661  -0.414  -1.005  0.31
H  2.764  1.236  -0.520  0.35
H  0.657  -0.096  -2.294  -0.15
H  0.850  1.666  -2.177  0.32
H  0.020  -0.218  0.016  0.06
H  0.809  1.289  0.342  0.73
H  -1.227  2.342  0.290  0.18
H  -1.009  2.187  -1.398  1.18
H  -3.889  -0.134  -1.094  0.37
H  -3.575  -0.790  1.056  0.76
H  -1.955  -1.242  0.709  0.19
H  -2.838  0.085  2.936  0.50
H  -2.091  1.393  2.128  0.25
H  -0.008  0.484  2.471  0.16
H  -0.561  -1.194  2.321  0.20
H  -1.340  0.497  4.734  0.32
H  -1.281  -1.277  4.513  0.33
H  0.877  -1.432  5.091  0.44
H  1.314  -0.117  4.060  0.42
H  -0.978  2.151  6.616  0.34
H  0.409  3.079  7.211  0.33
H  -0.268  3.455  5.652  0.32
H  -3.845  1.967  1.098  0.61
H  -4.843  1.697  -0.275  0.49
H  -2.788  3.616  -1.097  0.20
H  -5.053  3.618  -2.092  0.35
H  -5.768  3.723  -0.478  0.35
H  -4.832  5.064  -1.150  0.45
H  -3.148  5.315  0.469  0.49
H  -4.268  4.313  1.438  0.34
H  -2.512  3.928  1.326  0.36
H  -3.194  -1.488  -2.840  0.19
H  -3.021  -2.214  -1.263  0.40
H  -0.461  -2.524  -2.408  0.22
H  -1.943  -3.827  -4.516  0.49
H  -2.309  -2.124  -4.585  0.39
H  -0.658  -2.671  -4.677  0.32
H  -1.153  -4.896  -2.550  0.65
H  -0.647  -3.623  -0.313  0.32
H  -2.362  -3.832  -0.029  0.33
H  -1.376  -5.244  -0.234  0.48
H  -3.306  -5.689  -2.228  0.45
H  -3.614  -4.352  -3.297  0.39
H  -3.919  -4.201  -1.584  0.35



The electronic energy results, record by record, are as follows: -154959.2815; -117929.4357; -10880.4751; -44705.2217; -20744.1630; -52992.1389 eV.
The largest force on an atom results, record by record, are as follows: 1.82; 1.35; 1.23; 6.74; 2.88; 2.59 eV/Å.